Record 1
{"formula": "C6H16", "method": "ωB97M-V with the def2-TZVPD basis set", "elements": ["C", "C", "C", "C", "H", "H", "H", "H", "H", "H", "H", "H", "H", "H", "C", "C", "H", "H", "H", "H", "H", "H"], "positions_angstrom": [[-2.419882, -0.436711, 1.711144], [-1.399782, -0.247273, 0.593345], [-0.633101, -1.569318, 0.365059], [-2.081402, 0.165041, -0.724980], [-3.231399, 0.285468, 1.610942], [-1.939579, -0.219952, 2.668210], [-2.794758, -1.451167, 1.699616], [-0.692958, 0.540367, 0.761938], [-1.364447, -2.206879, -0.043691], [0.128740, -1.470688, -0.405303], [-0.302181, -2.001125, 1.307399], [-2.223670, 1.244501, -0.708139], [-1.414240, 0.012641, -1.563681], [-3.068254, -0.267774, -0.856216], [2.718836, 0.427579, -0.284963], [3.097844, 1.512529, -1.298883], [3.565397, 0.279855, 0.384471], [1.818457, 0.630249, 0.288203], [2.530151, -0.502692, -0.825120], [3.976435, 1.154413, -1.843201], [3.402015, 2.426768, -0.791021], [2.327776, 1.694166, -2.045128]], "atomic_forces_ev_per_a": [[0.7, 1.0, 0.1], [-0.2, -0.9, -1.2], [-0.2, 1.2, 0.3], [0.2, 0.8, 0.6], [-0.2, -0.2, 0.0], [-0.1, -0.3, 0.1], [-0.3, -0.2, 0.1], [0.4, 0.5, 0.7], [-0.9, -1.3, -0.5], [0.4, 0.0, 0.3], [0.4, 0.0, -0.1], [-0.3, 0.2, 0.1], [-0.1, -0.4, -0.4], [0.0, -0.4, -0.2], [0.1, 0.0, -0.6], [0.4, -0.5, 0.2], [-0.2, -0.2, 0.2], [0.0, 0.3, 0.1], [0.1, -0.1, 0.1], [0.0, 0.1, 0.0], [-0.2, 0.2, -0.1], [-0.1, 0.2, 0.1]], "nbo_charge": [-0.609, -0.211, -0.602, -0.607, 0.206, 0.210, 0.205, 0.188, 0.196, 0.206, 0.206, 0.204, 0.204, 0.203, -0.602, -0.603, 0.203, 0.200, 0.199, 0.200, 0.201, 0.202], "spin_multiplicity": 1, "smiles": "CC(C)C.CC", "e_above_lowest_ev": 0.369, "orbital_gap_ev": 12.23}



Record 2
{"formula": "C3HNOS2", "method": "ωB97M-V with the def2-TZVPD basis set", "elements": ["N", "C", "C", "O", "C", "S", "S", "H"], "positions_angstrom": [[-3.037362, 0.212986, -0.084385], [-1.956132, -0.121254, -0.114610], [-0.563078, -0.670934, -0.117759], [-0.414681, -1.858918, 0.167215], [0.567302, 0.446532, -0.134770], [0.293587, 1.991298, 0.027639], [2.062754, -0.521528, -0.120474], [3.047607, 0.521816, 0.377147]], "atomic_forces_ev_per_a": [[-1.9, 0.6, 0.0], [2.5, -0.8, -0.4], [-0.6, -1.0, 1.6], [0.2, 2.9, -1.2], [0.6, -3.1, 0.2], [-0.3, 0.8, 0.0], [1.6, 2.5, 1.0], [-2.1, -1.8, -1.2]], "nbo_charge": [-0.226, 0.163, 0.435, -0.422, -0.438, 0.206, 0.105, 0.177], "spin_multiplicity": 1, "smiles": "N#CC(=O)C(=S)S", "e_above_lowest_ev": 1.617, "orbital_gap_ev": 7.72}



Record 3
{"formula": "C4H11NOS", "method": "ωB97M-V with the def2-TZVPD basis set", "elements": ["C", "N", "C", "C", "O", "C", "S", "H", "H", "H", "H", "H", "H", "H", "H", "H", "H", "H"], "positions_angstrom": [[-0.059470, -1.653006, -1.143852], [0.840346, -0.923638, -0.281597], [0.293187, 0.159913, 0.502621], [-0.995477, -0.241853, 1.207090], [-1.251673, 0.612156, 2.301741], [0.048057, 1.402196, -0.313161], [1.578560, 2.337649, -0.689094], [-0.405594, -1.122047, -2.021168], [0.441978, -2.547472, -1.496817], [-0.910554, -2.010478, -0.578532], [1.761134, -0.747592, -0.645261], [1.020997, 0.323159, 1.310777], [-1.805072, -0.100827, 0.476448], [-1.032943, -1.303305, 1.473026], [-0.401578, 0.912885, 2.658272], [-0.611229, 2.131139, 0.169527], [-0.494712, 1.247036, -1.256832], [1.984045, 1.524084, -1.673189]], "atomic_forces_ev_per_a": [[0.5, -0.3, 0.0], [-0.2, -0.6, 0.6], [0.2, -0.8, 0.1], [-0.5, 0.0, -0.7], [0.2, 0.2, 0.2], [-0.1, 1.5, -0.4], [-0.3, -0.2, -0.1], [-0.3, 0.4, -0.4], [0.2, -0.2, -0.1], [-0.2, 0.0, 0.1], [0.0, 0.1, -0.2], [0.0, 0.4, -0.2], [-0.1, 0.0, 0.3], [0.4, 0.1, 0.3], [-0.4, -0.2, 0.0], [0.3, -0.1, 0.5], [0.4, -0.5, 0.2], [0.1, 0.1, 0.0]], "nbo_charge": [-0.416, -0.641, -0.094, -0.063, -0.711, -0.534, -0.049, 0.163, 0.206, 0.193, 0.372, 0.194, 0.167, 0.174, 0.465, 0.237, 0.224, 0.113], "spin_multiplicity": 1, "smiles": "CN[C@H](CO)CS", "e_above_lowest_ev": 1.475, "orbital_gap_ev": 9.59}



Record 4
{"formula": "C29H68BClN7O7", "method": "ωB97M-V with the def2-TZVPD basis set", "elements": ["N", "C", "C", "C", "C", "C", "B", "C", "C", "C", "O", "C", "C", "C", "Cl", "H", "H", "H", "H", "H", "H", "H", "H", "H", "H", "H", "H", "H", "H", "H", "H", "H", "H", "H", "H", "H", "H", "H", "H", "H", "H", "C", "O", "N", "C", "C", "H", "H", "H", "H", "H", "H", "H", "C", "O", "N", "C", "C", "H", "H", "H", "H", "H", "H", "H", "C", "O", "N", "C", "C", "H", "H", "H", "H", "H", "H", "H", "C", "O", "N", "C", "C", "H", "H", "H", "H", "H", "H", "H", "C", "O", "N", "C", "C", "H", "H", "H", "H", "H", "H", "H", "C", "O", "N", "C", "C", "H", "H", "H", "H", "H", "H", "H"], "positions_angstrom": [[-0.212221, -2.127579, -0.342464], [-0.275374, -1.254816, -1.522608], [-0.953417, 0.093061, -1.266987], [-2.484755, 0.014268, -1.096480], [-2.980809, 0.160037, 0.356366], [-4.349575, 0.831667, 0.451511], [-5.608128, 0.103081, -0.315662], [-5.867089, -1.388585, 0.373559], [-6.561141, -2.463769, -0.485938], [-7.672141, -1.914801, -1.352001], [-8.374245, -3.012238, -1.986972], [-6.949449, 1.089018, -0.115760], [-7.670049, 1.641835, -1.353922], [-6.780518, 2.178632, -2.459028], [-5.739972, 3.532684, -1.914571], [-1.137741, -2.253859, 0.050383], [0.355331, -1.657205, 0.350394], [-0.798941, -1.794800, -2.314271], [0.759633, -1.097251, -1.837997], [-0.502147, 0.507304, -0.356618], [-0.691265, 0.776869, -2.082549], [-2.816076, -0.955873, -1.478529], [-2.964562, 0.792560, -1.690803], [-2.997217, -0.819754, 0.846928], [-2.232648, 0.749768, 0.907925], [-4.630941, 0.888618, 1.514404], [-4.232494, 1.872345, 0.110941], [-5.357456, -0.066676, -1.523981], [-6.456463, -1.260719, 1.295902], [-4.916985, -1.826725, 0.709671], [-7.026567, -3.236357, 0.142416], [-5.835013, -2.972754, -1.127894], [-8.382668, -1.358392, -0.730924], [-7.270567, -1.244605, -2.113731], [-8.725867, -2.691564, -2.809021], [-7.711656, 0.575576, 0.485939], [-6.656840, 1.967384, 0.479846], [-8.304435, 0.873869, -1.812822], [-8.349288, 2.462526, -1.076556], [-6.124310, 1.406576, -2.855452], [-7.380707, 2.585885, -3.275174], [3.248371, -6.035279, 1.570940], [3.489444, -7.069545, 2.173536], [2.362781, -5.107300, 1.957075], [2.143996, -3.886068, 1.194186], [1.600182, -5.337668, 3.170551], [3.763552, -5.765666, 0.631610], [2.384269, -3.014445, 1.809395], [1.113262, -3.809649, 0.855292], [2.783514, -3.881366, 0.313502], [2.263479, -5.444166, 4.030389], [1.012672, -6.252246, 3.089249], [0.932527, -4.494497, 3.328373], [-2.849145, 3.336382, 2.144574], [-2.936127, 2.426322, 2.940533], [-3.727497, 4.352209, 2.040343], [-3.585478, 5.393417, 1.049210], [-4.869631, 4.356864, 2.936011], [-2.041498, 3.384919, 1.391623], [-3.500554, 6.376830, 1.519251], [-4.439842, 5.402445, 0.368711], [-2.684892, 5.211176, 0.465059], [-4.543929, 4.399389, 3.976589], [-5.458493, 3.448486, 2.803898], [-5.486893, 5.224529, 2.713154], [0.541780, 5.754293, 2.550256], [0.995693, 6.851256, 2.268782], [1.201863, 4.594831, 2.408943], [0.601722, 3.320808, 2.752653], [2.555641, 4.612843, 1.876258], [-0.478050, 5.622287, 2.953141], [1.181952, 2.812452, 3.525358], [0.551327, 2.674112, 1.874498], [-0.406753, 3.476257, 3.126529], [3.205607, 5.215611, 2.512851], [2.566259, 5.045261, 0.878328], [2.931166, 3.597084, 1.820915], [4.313887, -2.697881, -2.354759], [3.151373, -2.719385, -1.993793], [4.962377, -3.760930, -2.863607], [6.358076, -3.706807, -3.245654], [4.230578, -5.008064, -2.991869], [4.951872, -1.801747, -2.269917], [6.482454, -3.962671, -4.300960], [6.949157, -4.393368, -2.639988], [6.742217, -2.704461, -3.073114], [3.369454, -4.886168, -3.649266], [3.858634, -5.341677, -2.022157], [4.896423, -5.764249, -3.401422], [4.429325, 2.977608, -1.592835], [4.097954, 3.181711, -0.441101], [4.631687, 3.951602, -2.500611], [5.019055, 3.666416, -3.864302], [4.442034, 5.330263, -2.081673], [4.584100, 1.963726, -1.997994], [5.980766, 4.126195, -4.102624], [4.272758, 4.038680, -4.569066], [5.108549, 2.589646, -3.994694], [5.115978, 5.580634, -1.262057], [3.421440, 5.491722, -1.734447], [4.641470, 5.984833, -2.926829], [7.373755, -3.863958, 0.665475], [7.615109, -3.271127, -0.372598], [6.772584, -3.302861, 1.727330], [6.528040, -4.027263, 2.958212], [6.356410, -1.913275, 1.627172], [7.642519, -4.921543, 0.824634], [5.464640, -4.060876, 3.188134], [7.048494, -3.553557, 3.793377], [6.887521, -5.049215, 2.857224], [5.640541, -1.782993, 0.814967], [7.212045, -1.268003, 1.427282], [5.891217, -1.618365, 2.564496]], "atomic_forces_ev_per_a": [[0.0, -0.1, -0.3], [0.1, 0.1, 0.3], [0.0, -0.1, -0.1], [0.3, -0.1, 0.4], [0.2, 0.2, -0.1], [-0.2, -0.3, 0.0], [-0.1, -0.2, 0.1], [0.0, 0.0, -0.1], [-0.2, 0.0, 0.1], [-0.1, -0.2, 0.0], [0.3, -0.1, 0.5], [0.1, 0.0, -0.2], [-0.1, 0.3, 0.1], [-0.4, -0.4, -0.3], [0.2, 0.2, 0.1], [-0.1, 0.1, 0.1], [-0.1, 0.0, 0.2], [0.0, 0.0, -0.1], [-0.1, -0.1, -0.1], [0.0, 0.1, 0.0], [0.0, 0.0, 0.0], [-0.2, 0.2, -0.2], [-0.1, -0.1, -0.1], [0.0, 0.0, 0.0], [-0.1, 0.0, 0.0], [0.1, 0.1, 0.0], [-0.1, 0.0, 0.0], [0.0, 0.0, 0.0], [0.0, 0.1, 0.0], [0.0, 0.0, 0.0], [0.2, -0.1, 0.0], [0.0, 0.1, -0.1], [0.0, 0.1, 0.0], [0.0, 0.1, 0.1], [-0.2, 0.2, -0.4], [0.0, 0.0, 0.0], [0.1, -0.1, 0.0], [0.1, 0.0, -0.1], [-0.1, -0.1, 0.0], [0.1, 0.1, 0.2], [0.0, 0.0, 0.1], [0.1, -0.1, 0.0], [0.0, 0.1, 0.0], [0.0, 0.1, 0.0], [0.0, -0.2, 0.1], [0.0, 0.0, 0.0], [0.0, 0.0, 0.0], [0.0, 0.0, 0.0], [0.0, 0.0, -0.1], [0.0, 0.0, 0.0], [0.0, 0.0, 0.0], [0.0, 0.0, 0.0], [0.0, 0.0, 0.0], [-0.1, -0.2, -0.4], [0.2, 0.1, 0.4], [0.0, 0.1, 0.2], [-0.1, 0.0, 0.0], [0.0, 0.0, -0.1], [0.0, 0.1, 0.0], [0.0, 0.0, 0.0], [0.0, 0.0, 0.0], [0.0, 0.0, 0.0], [0.0, 0.0, 0.0], [0.0, 0.0, 0.0], [0.0, 0.0, 0.0], [-0.1, 0.1, 0.0], [0.0, 0.0, 0.0], [0.1, -0.2, 0.0], [0.0, 0.0, -0.1], [-0.1, 0.1, 0.1], [0.0, 0.0, 0.0], [0.0, 0.0, 0.0], [0.0, 0.0, 0.0], [0.0, 0.0, 0.0], [0.0, 0.0, 0.0], [0.0, 0.0, 0.0], [0.0, 0.0, 0.0], [0.0, 0.0, 0.2], [0.1, 0.1, 0.0], [0.1, 0.0, -0.1], [0.0, -0.1, 0.0], [0.0, 0.0, 0.0], [0.0, 0.0, 0.0], [0.0, 0.0, 0.0], [0.0, 0.0, 0.0], [0.0, 0.0, 0.0], [0.0, 0.0, 0.0], [0.0, 0.0, 0.0], [0.0, 0.0, 0.0], [-0.1, 0.0, 0.1], [0.1, -0.1, 0.0], [0.1, 0.1, -0.1], [0.0, 0.0, 0.0], [0.0, 0.0, 0.0], [0.0, 0.0, 0.0], [0.0, 0.0, 0.0], [0.0, 0.0, 0.0], [0.0, 0.0, 0.0], [0.0, 0.0, 0.0], [0.0, 0.0, 0.0], [0.0, 0.0, 0.0], [0.1, 0.1, 0.0], [0.0, -0.1, 0.0], [-0.1, 0.0, 0.1], [0.1, 0.0, -0.1], [0.0, 0.0, 0.0], [0.0, 0.0, 0.0], [-0.1, 0.0, 0.0], [0.0, 0.0, 0.0], [0.0, 0.0, 0.0], [0.0, 0.0, 0.0], [0.0, 0.0, 0.0], [0.0, 0.0, 0.0]], "lowdin_charge": [0.000, -0.292, -0.211, -0.200, -0.243, -0.205, -0.595, -0.173, -0.227, -0.275, -0.093, -0.189, -0.321, -0.595, 0.526, 0.061, 0.057, 0.104, 0.089, 0.089, 0.097, 0.106, 0.102, 0.089, 0.077, 0.091, 0.063, 0.091, 0.085, 0.070, 0.101, 0.106, 0.112, 0.102, 0.052, 0.076, 0.065, 0.090, 0.093, 0.050, 0.056, -0.373, -0.011, -0.191, -0.052, -0.042, 0.123, 0.089, 0.066, 0.063, 0.087, 0.092, 0.087, -0.396, 0.014, -0.183, -0.062, -0.037, 0.130, 0.085, 0.072, 0.084, 0.087, 0.092, 0.084, -0.362, -0.007, -0.186, -0.051, -0.044, 0.131, 0.091, 0.092, 0.061, 0.092, 0.077, 0.073, -0.352, 0.004, -0.189, -0.071, -0.037, 0.131, 0.086, 0.076, 0.080, 0.094, 0.078, 0.085, -0.340, 0.011, -0.197, -0.063, -0.039, 0.132, 0.087, 0.090, 0.081, 0.093, 0.091, 0.084, -0.345, -0.003, -0.191, -0.052, -0.034, 0.135, 0.083, 0.089, 0.086, 0.088, 0.091, 0.087], "charge": -1, "spin_multiplicity": 1, "orbital_gap_ev": 6.78}